P | # C5H15NO

2 unconnected molecules or ions with the total composition C5H15NO (ωB97M-V/def2-TZVPD, OMol25).

- Kohn-Sham gap: 8.9983 eV
- Highest occupied orbital energy: -8.35 eV
- SMILES: CCN(C)CC.O

The geometry in ORCA input format:
```
! RIJCOSX wB97M-V def2-TZVPD def2/J DEFGRID3
* xyz 0 1
C 0.1996 3.0873 0.8859
C 0.4615 1.5906 0.9536
N 0.3745 0.9996 -0.3869
C -0.9939 0.7262 -0.8030
C 1.2587 -0.1464 -0.5834
C 1.1316 -1.2232 0.4818
H -0.7087 3.1522 0.3061
H 1.0800 3.6346 0.5736
H -0.1609 3.4416 1.8531
H 1.4902 1.3709 1.2574
H -0.1798 1.0750 1.6734
H -1.0008 0.6460 -1.8891
H -1.4194 -0.1820 -0.3637
H -1.6312 1.5447 -0.4787
H 1.2601 -0.6311 -1.5603
H 2.2339 0.3312 -0.5267
H 1.4654 -0.9169 1.4597
H 0.0557 -1.3826 0.6336
H 1.5735 -2.1983 0.3156
O -1.9630 -5.3153 -1.1019
H -2.1487 -4.4417 -0.7343
H -2.3779 -5.1627 -1.9658
*
```

=====

Q | # C5H15NO

2 unconnected molecules or ions with the total composition C5H15NO (ωB97M-V/def2-TZVPD, OMol25).

- Kohn-Sham gap: 9.1502 eV
- Highest occupied orbital energy: -8.46 eV
- SMILES: CCCN(C)C.O

The geometry in ORCA input format:
```
! RIJCOSX wB97M-V def2-TZVPD def2/J DEFGRID3
* xyz 0 1
C 0.0000 0.0000 0.0000
C 0.0013 0.0723 1.5655
C -1.2088 0.7241 2.2693
N -1.4149 0.4442 3.6816
C -0.3400 0.9125 4.5803
C -1.4838 -0.9551 3.9301
H -0.2470 1.0044 -0.3831
H -0.6410 -0.7386 -0.5102
H 1.0530 -0.2203 -0.2435
H -0.1025 -0.9921 1.8515
H 0.9680 0.4353 1.9645
H -0.9191 1.7919 2.2307
H -2.1390 0.6063 1.6808
H -0.5335 1.9860 4.7444
H 0.7211 0.7840 4.3079
H -0.5289 0.3728 5.5235
H -2.2768 -1.3281 3.2604
H -1.7772 -1.1634 4.9728
H -0.5517 -1.5026 3.7108
O 2.4264 2.3750 3.1725
H 3.0927 3.0932 3.2647
H 1.6031 2.8350 2.8919
*
```

=====

R | # C5H15NO

2 unconnected molecules or ions with the total composition C5H15NO (ωB97M-V/def2-TZVPD, OMol25).

- Kohn-Sham gap: 9.7064 eV
- Highest occupied orbital energy: -9.03 eV
- SMILES: CC(C)[C@@H](C)N.O

The geometry in ORCA input format:
```
! RIJCOSX wB97M-V def2-TZVPD def2/J DEFGRID3
* xyz 0 1
C 1.1399 1.3334 1.1642
C 0.6393 -0.0952 0.8497
C -0.8882 -0.3707 0.8388
C 1.2604 -0.5521 -0.5225
C 1.0823 -2.0666 -0.9597
N 0.9527 0.2581 -1.7030
H 2.2034 1.3261 1.0778
H 0.7594 2.2157 0.4738
H 0.8347 1.5755 2.2022
H 1.1185 -0.8828 1.5461
H -1.2572 -1.0360 0.0215
H -1.4658 0.6043 0.8442
H -1.1527 -0.7065 1.8406
H 2.3895 -0.5680 -0.4190
H 1.9513 -2.6567 -0.5465
H 0.9163 -2.2103 -2.1037
H 0.2392 -2.5545 -0.6786
H -0.1484 0.2573 -1.7921
H 1.1857 -0.1877 -2.5619
O -3.6430 2.3440 0.3893
H -4.6503 2.4603 0.1730
H -3.4669 1.5126 -0.1343
*
```

=====

S | # C5H15NO

2 unconnected molecules or ions with the total composition C5H15NO (ωB97M-V/def2-TZVPD, OMol25).

- Kohn-Sham gap: 9.3482 eV
- Highest occupied orbital energy: -8.42 eV
- SMILES: CC(C)CCN.O

The geometry in ORCA input format:
```
! RIJCOSX wB97M-V def2-TZVPD def2/J DEFGRID3
* xyz 0 1
C -1.8152 -0.8821 2.2581
C -0.9129 -0.6455 0.9833
C -0.8656 -1.7546 -0.0485
C -1.4029 0.6995 0.1355
C -0.5144 1.4057 -0.8999
N 0.6505 1.9533 -0.2881
H -1.4591 -1.9380 2.5592
H -2.9007 -1.2001 1.9385
H -1.7842 0.0064 2.9367
H 0.1059 -0.6897 1.3239
H 0.1858 -1.6841 -0.5810
H -1.7107 -2.0004 -0.7625
H -0.8765 -2.6035 0.6843
H -1.7757 1.3143 0.9576
H -2.2677 0.3669 -0.3745
H -1.0084 2.2257 -1.3450
H 0.0090 0.7327 -1.5832
H 1.2647 1.1969 0.1054
H 0.6376 2.8476 0.2022
O 5.1588 0.3479 -2.9217
H 5.5181 -0.5132 -3.0012
H 5.7635 0.8143 -2.2788
*
```

=====

Which one sits at the top of the stability order? P does.